Density functional theory data (the ωB97M-V functional and the def2-TZVPD basis) for a structure of composition C26H41BiBrF5N4OS2SbSi3Te.

```
86
C26H41BiBrF5N4OS2SbSi3Te, DFT the ωB97M-V functional and the def2-TZVPD basis
Bi 1.671 -0.155 -0.114
C 4.967 4.147 2.663
C 4.094 2.951 2.902
C 4.184 2.182 4.060
C 3.373 1.071 4.231
C 2.502 0.785 3.201
Br 1.290 -0.683 3.355
N 2.405 1.460 2.076
C 3.185 2.539 1.939
H 4.916 4.846 3.498
H 4.678 4.664 1.750
H 6.007 3.838 2.550
H 4.892 2.451 4.834
H 3.407 0.464 5.123
H 3.090 3.082 1.012
C -3.739 2.164 -1.740
Si -2.034 1.441 -2.013
C -2.251 -0.239 -2.804
C -0.937 2.609 -2.965
Sb -0.881 1.166 0.297
Si -2.542 -0.068 1.856
C -4.255 0.210 1.168
C -2.390 0.676 3.561
C -2.137 -1.890 1.843
Si -0.645 3.557 1.278
C -2.419 4.162 1.279
C 0.423 4.584 0.145
C -0.015 3.443 3.044
H -4.031 2.643 -2.679
H -3.803 2.918 -0.957
H -4.471 1.385 -1.526
H -3.000 -0.145 -3.596
H -2.632 -0.969 -2.085
H -1.332 -0.619 -3.241
H -1.138 2.509 -4.034
H 0.125 2.428 -2.802
H -1.149 3.643 -2.684
H -4.474 1.261 0.979
H -4.981 -0.153 1.901
H -4.412 -0.344 0.241
H -2.648 1.736 3.566
H -1.387 0.567 3.973
H -3.087 0.164 4.230
H -2.131 -2.290 0.829
H -2.901 -2.427 2.411
H -1.168 -2.106 2.295
H -2.761 4.424 0.278
H -2.468 5.069 1.889
H -3.118 3.444 1.711
H -0.186 5.063 -0.624
H 1.193 3.998 -0.354
H 0.911 5.374 0.722
H -0.678 4.021 3.691
H 0.989 3.859 3.129
H 0.015 2.423 3.426
S 2.346 0.932 -4.275
C 1.594 0.037 -3.179
N 1.056 -0.527 -2.291
S 0.273 -6.981 -0.592
C 0.345 -5.238 -0.457
C 1.081 -4.705 0.605
C 1.181 -3.339 0.728
N 0.599 -2.474 -0.114
C -0.112 -2.989 -1.121
C -0.273 -4.343 -1.327
C -0.580 -7.192 -2.139
C 0.113 -7.132 -3.339
C -0.601 -7.317 -4.515
N -1.908 -7.556 -4.551
C -2.555 -7.626 -3.394
C -1.941 -7.452 -2.159
H 1.585 -5.347 1.315
H 1.761 -2.912 1.538
H -0.567 -2.279 -1.797
H -0.863 -4.684 -2.165
H 1.178 -6.946 -3.361
H -0.092 -7.274 -5.471
H -3.618 -7.831 -3.447
H -2.511 -7.518 -1.243
F 5.232 2.260 -2.793
Te 3.658 2.158 -1.847
F 4.057 3.792 -1.002
F 2.920 3.386 -3.061
F 3.898 0.251 -1.998
F 4.590 1.628 -0.262
O 2.036 1.888 -1.006
```

As for the charge: +1. The calculation puts the HOMO energy at -0.4146 Ha. The calculation puts the orbital gap at 7.7 eV. For the energy, the calculation gives -184237.768 eV. The calculation puts the energy above the lowest of the compared OMol25 structures with the same formula, charge and spin at 0.912 eV. The value obtained for the molar mass is 1207.3 g mol⁻¹.



Density functional theory data (the ωB97M-V functional and the def2-TZVPD basis) for a structure of composition C26H41Cl15F9N3O9.

```
103
C26H41Cl15F9N3O9, DFT the ωB97M-V functional and the def2-TZVPD basis
C -18.865 5.653 0.899
O -18.755 6.849 0.547
N -17.939 4.851 1.470
C -18.182 3.460 1.741
C -16.531 5.219 1.818
H -19.827 5.118 0.862
H -19.241 3.222 1.643
H -17.864 3.216 2.755
H -17.570 2.800 1.127
H -16.475 6.298 1.965
H -16.240 4.759 2.762
H -15.835 4.851 1.064
C -19.143 1.481 1.907
O -18.643 2.087 2.894
N -19.645 0.224 1.966
C -20.416 -0.327 0.847
C -19.764 -0.665 3.142
H -19.242 1.981 0.931
H -21.440 -0.507 1.174
H -19.996 -1.233 0.408
H -20.721 0.474 0.174
H -20.714 -0.369 3.587
H -19.575 -1.707 2.882
H -19.115 -0.328 3.950
C -20.461 3.787 3.101
O -20.235 4.923 2.747
N -21.694 3.348 3.240
C -21.980 1.891 3.493
C -22.890 4.200 2.946
H -19.695 3.033 3.342
H -22.097 1.823 4.574
H -21.137 1.263 3.205
H -22.885 1.606 2.955
H -22.522 5.161 2.585
H -23.414 3.773 2.091
H -23.594 4.270 3.775
C -21.065 4.469 0.063
C -20.922 4.281 -1.419
O -20.966 3.008 -1.976
C -20.260 1.951 -1.605
O -19.366 1.919 -0.748
C -20.637 0.788 -2.484
F -19.524 0.023 -2.750
F -21.511 -0.018 -1.867
F -21.005 1.201 -3.671
H -21.915 3.958 0.514
H -21.045 5.518 0.359
H -20.148 4.104 0.525
H -19.997 4.742 -1.765
H -21.704 4.802 -1.971
C -20.175 2.046 5.605
C -18.930 2.801 6.130
O -18.669 3.960 5.229
C -18.788 5.179 5.653
O -19.145 5.414 6.842
C -18.448 6.230 4.557
F -19.205 7.331 4.704
F -17.165 6.517 4.771
F -18.492 5.807 3.294
H -20.031 1.440 4.710
H -20.982 2.742 5.377
H -20.597 1.330 6.311
H -18.037 2.182 6.037
H -19.066 3.079 7.175
C -16.728 1.368 0.391
C -17.084 -0.052 -0.031
O -17.162 -0.008 -1.440
C -17.316 -1.087 -2.240
O -17.381 -2.220 -1.898
C -17.401 -0.664 -3.768
F -16.720 -1.500 -4.561
F -18.635 -0.754 -4.143
F -16.880 0.594 -3.941
H -15.713 1.455 0.004
H -16.596 1.569 1.455
H -17.422 2.101 -0.021
H -18.060 -0.410 0.296
H -16.314 -0.787 0.204
C -21.019 -0.863 6.737
Cl -20.431 -2.536 6.707
Cl -22.599 -0.692 7.586
Cl -21.099 -0.223 5.083
H -20.355 -0.222 7.317
C -22.476 -2.568 -0.382
Cl -23.938 -3.289 0.455
Cl -21.088 -2.652 0.687
Cl -22.757 -0.951 -1.052
H -22.168 -3.317 -1.111
C -23.908 -1.139 2.230
Cl -23.255 0.027 1.164
Cl -25.506 -1.756 1.753
Cl -23.722 -0.623 3.913
H -23.203 -1.960 2.097
C -17.990 -3.460 1.448
Cl -17.045 -1.974 1.324
Cl -17.929 -4.326 -0.107
Cl -19.635 -2.947 1.919
H -17.645 -4.062 2.289
C -16.737 1.101 4.463
Cl -17.365 -0.413 3.752
Cl -16.002 2.165 3.224
Cl -15.561 0.866 5.759
H -17.622 1.583 4.878
```

The calculation puts the HOMO energy at -0.2684 Ha. The calculation puts the orbital gap at 6.8 eV. For the energy, the calculation gives -262781.038 eV. The value obtained for the molar mass is 1242.4 g mol⁻¹.



Density functional theory data (the ωB97M-V functional and the def2-TZVPD basis) for a structure of composition C26H41ClF3LiMg2NO7Si.

```
83
C26H41ClF3LiMg2NO7Si, DFT the ωB97M-V functional and the def2-TZVPD basis
C -2.676 -2.693 -3.147
C -1.206 -2.480 -3.547
C -0.463 -1.532 -2.565
F 0.667 -0.949 -3.120
C -1.383 -0.541 -1.849
C -2.019 0.519 -2.385
Si -1.835 1.062 -4.227
C -2.587 -0.114 -5.504
C -2.874 2.664 -4.373
C -0.053 1.598 -4.669
C -2.929 1.319 -1.434
O -4.012 1.688 -1.693
C -2.311 1.565 -0.028
C -1.688 0.502 0.473
C -1.601 -0.790 -0.362
O -1.681 -1.871 0.117
H -3.212 -3.418 -3.771
H -3.292 -1.729 -3.064
H -2.667 -3.127 -2.121
H -0.717 -3.474 -3.442
H -1.046 -2.199 -4.600
H -0.076 -2.213 -1.780
H -3.361 -0.790 -5.114
H -1.798 -0.639 -6.074
H -3.092 0.529 -6.253
H -2.658 3.366 -3.543
H -3.925 2.344 -4.232
H -2.710 3.154 -5.338
H 0.445 0.792 -5.245
H -0.100 2.560 -5.331
H 0.524 1.762 -3.738
H -2.396 2.529 0.508
H -1.249 0.588 1.517
Mg 0.401 0.780 1.336
C -5.667 1.689 3.156
C -4.261 1.445 3.666
O -3.470 2.642 3.721
C -3.974 3.672 4.559
C -4.101 3.227 6.010
H -5.638 2.146 2.166
H -6.211 0.747 3.096
H -6.231 2.358 3.809
H -3.745 0.771 2.983
H -4.275 0.947 4.641
H -4.917 4.063 4.183
H -3.257 4.518 4.499
H -4.807 2.408 6.119
H -4.444 4.053 6.635
H -3.126 2.871 6.403
C 2.321 -3.427 0.016
C 3.666 -3.833 0.593
C 3.636 -5.337 0.413
O 2.853 -5.600 -0.743
C 2.169 -4.407 -1.135
H 2.275 -2.384 -0.303
H 1.533 -3.594 0.756
H 4.473 -3.399 -0.003
H 3.811 -3.531 1.631
H 3.159 -5.836 1.264
H 4.651 -5.766 0.281
H 2.644 -4.028 -2.046
H 1.126 -4.640 -1.360
F -4.750 -1.250 -3.452
Cl -0.459 3.932 -6.324
Li -0.214 5.887 -7.939
C 6.091 -0.863 2.648
C 6.979 -0.411 3.615
C 7.035 0.940 3.929
C 6.195 1.822 3.270
C 5.312 1.382 2.298
C 5.261 0.036 1.988
N 6.231 3.249 3.614
O 7.028 3.607 4.457
O 5.452 3.989 3.037
H 6.045 -1.918 2.408
H 7.625 -1.111 4.126
H 7.728 1.286 4.683
H 4.661 2.073 1.780
H 4.572 -0.319 1.232
F -3.142 4.166 2.284
Mg -1.801 3.704 4.802
O 6.656 -6.022 0.882
H 6.881 -6.717 0.250
```

As for the charge: +1. The calculation puts the HOMO energy at -0.3463 Ha. The calculation puts the orbital gap at 1.4 eV. For the energy, the calculation gives -83070.387 eV. The value obtained for the molar mass is 655.7 g mol⁻¹.



Density functional theory data (the ωB97M-V functional and the def2-TZVPD basis) for a structure of composition C26H41FeN2O6P2Se.

```
79
C26H41FeN2O6P2Se, DFT the ωB97M-V functional and the def2-TZVPD basis
Fe -0.331 -0.890 0.529
C 2.546 -2.216 -2.207
C 2.360 -0.726 -1.943
C 3.481 0.105 -2.562
P 2.005 -0.445 -0.113
C 3.317 -1.318 0.897
C 2.862 -1.194 2.351
C 4.794 -0.957 0.766
C 2.252 1.359 -0.021
C 3.479 1.997 -0.004
C 3.567 3.378 -0.069
C 2.411 4.132 -0.214
C 1.178 3.523 -0.234
C 1.061 2.127 -0.065
N -0.123 1.483 -0.020
C -1.279 2.065 0.368
C -1.381 3.174 1.230
C -2.617 3.685 1.556
C -3.778 3.096 1.072
C -3.703 1.944 0.303
C -2.473 1.422 -0.057
P -2.137 -0.162 -0.885
C -3.802 -1.017 -0.918
C -3.561 -2.521 -1.046
C -4.856 -0.557 -1.924
C -1.606 0.366 -2.611
C -2.505 1.367 -3.327
C -1.333 -0.879 -3.449
H 2.423 -2.432 -3.266
H 1.818 -2.793 -1.643
H 3.542 -2.538 -1.911
H 1.419 -0.402 -2.408
H 4.455 -0.166 -2.168
H 3.329 1.170 -2.399
H 3.504 -0.069 -3.637
H 3.185 -2.362 0.591
H 2.683 -0.153 2.618
H 3.619 -1.603 3.017
H 1.948 -1.766 2.493
H 5.026 -0.047 1.315
H 5.102 -0.852 -0.270
H 5.389 -1.759 1.204
H 4.381 1.415 0.043
H 4.531 3.859 -0.034
H 2.480 5.204 -0.321
H 0.288 4.111 -0.400
H -0.487 3.571 1.685
H -2.685 4.536 2.219
H -4.744 3.506 1.325
H -4.615 1.454 0.001
H -4.175 -0.829 0.099
H -3.219 -2.777 -2.047
H -4.482 -3.070 -0.850
H -2.814 -2.849 -0.325
H -4.614 -0.907 -2.924
H -4.963 0.525 -1.952
H -5.821 -0.985 -1.652
H -0.649 0.866 -2.407
H -3.403 0.896 -3.710
H -1.968 1.794 -4.173
H -2.794 2.179 -2.661
H -2.266 -1.344 -3.759
H -0.759 -1.605 -2.872
H -0.772 -0.619 -4.346
O 0.712 -2.885 0.290
Se -0.198 -3.619 1.441
O 0.637 -3.618 2.843
O -1.455 -2.582 1.641
O -0.637 -5.067 1.042
N -0.588 -1.846 4.169
C -0.042 -0.578 4.660
C -0.080 0.498 3.504
O 0.293 1.625 3.755
O -0.529 0.034 2.419
H -1.140 -2.350 4.857
H 0.117 -2.590 3.710
H -1.164 -1.647 3.317
H 0.990 -0.692 4.990
H -0.635 -0.183 5.485
```

The calculation puts the HOMO energy (alpha / beta) at -0.2600 / -0.2553 Ha. The calculation puts the orbital gap (alpha / beta) at 7.6 / 5.2 eV. The multiplicity is 6. For the energy, the calculation gives -161202.413 eV. The value obtained for the molar mass is 674.4 g mol⁻¹.



Density functional theory data (the ωB97M-V functional and the def2-TZVPD basis) for a cluster of 3 separate species, C26H41I2N4O10P2S3 in total.

```
88
C26H41I2N4O10P2S3, DFT the ωB97M-V functional and the def2-TZVPD basis
C 1.227 -4.592 4.526
C 0.313 -4.612 3.709
C -0.780 -4.643 2.564
C -1.001 -3.199 1.899
C -1.318 -3.303 0.330
C -1.991 -1.965 -0.242
N -3.309 -1.571 0.405
C -4.035 -2.556 0.609
S -5.206 -3.706 0.543
O -1.233 -0.752 -0.022
P -0.426 -0.069 -1.390
C 1.122 -1.224 -1.353
C 2.471 -0.384 -1.096
C 3.019 0.341 -2.401
S 4.155 1.709 -1.872
C 3.195 3.030 -1.046
S 2.670 2.982 0.533
N 2.894 4.222 -1.813
C 3.655 4.649 -2.944
C 3.045 5.892 -3.458
N 1.930 6.231 -2.614
C 1.899 5.221 -1.656
P -1.623 1.814 -1.506
N -0.706 3.087 -1.153
O -2.133 2.080 -3.128
O -2.917 1.853 -0.419
O -1.345 -0.986 -2.538
C -1.989 -2.098 -1.867
C -3.230 -2.772 -2.571
I -3.087 -4.912 -2.996
C -4.394 -2.155 -2.967
C -5.568 -2.926 -3.713
I -4.702 -0.057 -2.602
H 2.001 -4.641 5.339
H -1.721 -5.056 3.036
H -0.417 -5.419 1.817
H -0.007 -2.666 1.987
H -1.782 -2.632 2.481
H -1.945 -4.227 0.080
H -0.307 -3.503 -0.161
H 0.217 0.491 -2.564
H 0.310 0.677 -0.397
H 0.998 -1.854 -0.404
H 1.185 -1.863 -2.288
H 2.394 0.303 -0.206
H 3.254 -1.172 -0.817
H 3.609 -0.409 -3.006
H 2.224 0.776 -3.072
H 4.529 4.058 -3.315
H 3.460 6.396 -4.368
H 1.100 5.235 -0.864
H 0.244 2.783 -0.914
H -1.533 1.581 -3.723
H -2.864 2.747 -0.010
H -1.183 -2.902 -2.009
H -6.419 -2.221 -3.981
H -5.971 -3.803 -3.130
H -5.134 -3.264 -4.712
C -0.740 8.852 -1.571
C 0.070 9.336 -2.758
O -0.753 9.479 -3.926
C -1.540 10.559 -3.950
O -1.612 11.411 -3.098
O -2.263 10.522 -5.084
C -3.224 11.568 -5.187
H -1.275 7.933 -1.822
H -0.092 8.664 -0.713
H -1.491 9.588 -1.277
H 0.831 8.592 -3.000
H 0.592 10.271 -2.538
H -2.761 12.548 -5.058
H -4.018 11.419 -4.453
H -3.661 11.521 -6.185
C 4.148 -9.048 9.157
C 3.520 -7.708 8.825
O 3.536 -7.462 7.414
C 2.621 -8.133 6.699
O 1.802 -8.903 7.136
O 2.792 -7.820 5.407
C 1.946 -8.550 4.520
H 5.152 -9.117 8.732
H 4.209 -9.188 10.238
H 3.568 -9.873 8.738
H 4.106 -6.911 9.287
H 2.503 -7.630 9.217
H 0.897 -8.454 4.804
H 2.244 -9.600 4.501
H 2.071 -8.136 3.520
```

As for the charge: -1. The calculation puts the HOMO energy at -0.1884 Ha. The calculation puts the orbital gap at 6.2 eV. For the energy, the calculation gives -121342.391 eV. The value obtained for the molar mass is 981.6 g mol⁻¹.